#A
An isolated molecule of C16H25NO, computed with wB97M-V/def2-TZVPD.

```
! RIJCOSX wB97M-V def2-TZVPD def2/J DEFGRID3
* xyz 0 1
C 0.15350 -1.18957 -2.76293
C 0.07183 -1.32530 3.89975
H -1.99486 -1.80363 3.60854
H -1.72289 -2.41524 1.23325
C 1.30906 -1.26890 3.28045
C -0.10316 -0.94450 5.33931
C -0.32023 1.11131 -0.73984
C 1.57092 -2.10642 -0.86389
H 1.62364 0.34253 -2.25398
H -2.42415 1.44772 -0.53818
H -0.14516 2.54211 -3.73109
H 0.83414 -3.21260 -2.53494
C 0.37222 -2.02350 1.20175
C -0.87763 -2.09111 1.82010
H 2.45428 -1.56641 1.50886
H 0.82252 0.57810 -3.80833
C -1.42405 3.34786 -0.63055
H 0.77451 2.97954 -2.27071
H 2.17493 -0.95107 3.84418
H -0.77867 -0.09398 5.42740
H -0.53494 -1.77097 5.90234
H -2.29620 3.90402 -0.28169
H 2.12593 -2.06981 -2.93297
C 1.46956 -1.61378 1.94758
H 1.94445 -1.10077 -0.63292
O 0.40364 -2.37288 -0.11490
H -0.21307 -1.45226 -3.75567
H -1.48766 1.82924 0.91557
H 2.35622 -2.83470 -0.61402
H -2.26672 2.96862 -2.57006
H -0.68958 -1.27022 -2.07796
C -1.49845 1.89569 -0.17403
H -0.39765 0.07158 -0.42280
H -1.23179 4.40505 -2.51106
C 1.21596 -2.20821 -2.34599
H 0.62421 1.52359 -0.33113
N -0.32617 1.16499 -2.19077
H 0.84943 -0.67750 5.78978
C -0.17164 2.53615 -2.63797
C 0.65265 0.26442 -2.77556
H -0.53237 3.81872 -0.20846
C -1.34673 3.38035 -2.15260
C -1.01980 -1.74823 3.14613
*
```

Results
SMILES string ... Cc1ccc(OCCCCN2CCCCC2)cc1
Kohn-Sham gap ... 9.2057 eV
E_LUMO ... 0.950 eV
HOMO level ... -8.26 eV

---

#B
A structure of composition C16H25NO, computed with wB97M-V/def2-TZVPD.

```
! RIJCOSX wB97M-V def2-TZVPD def2/J DEFGRID3
* xyz 0 1
C 2.62073 -0.40391 -0.47130
H -4.89746 -2.34810 -0.41521
H -1.01971 1.98390 -1.11021
H 2.28906 1.78466 -1.29939
C -1.09055 0.50416 0.51820
C -1.77098 -0.54845 1.22836
O 0.23959 0.73114 1.15216
H 1.97656 1.85634 1.23162
C 1.61634 0.92959 -0.69397
C -6.10385 0.03034 0.48060
C 1.10537 1.51428 0.35345
C 4.93496 0.65197 -0.65752
H 3.66791 -1.52189 1.56699
C 4.48889 -0.75591 0.94405
C -2.99357 0.82073 -0.65804
H -6.08912 1.13366 0.92256
H -3.32411 1.54652 -1.37038
H 0.60964 2.43905 0.31468
H -5.41408 0.35436 -1.46125
H 2.03028 -0.82469 0.05168
H -7.02567 -0.22233 0.26971
H 6.05060 -1.96279 0.73384
C -5.19043 -1.72040 -1.09829
H -6.09431 -1.89048 -1.56720
H 0.85322 0.51936 -1.50012
C -1.62320 1.22633 -0.55057
C -3.16168 -0.54773 0.84953
H -1.34470 -1.24181 1.93546
H -4.47698 -1.94128 -2.01308
N 3.72956 0.12761 0.29191
H 4.50460 1.30786 -1.55790
H -6.06041 -0.62103 1.53522
H -3.77692 -1.41687 1.23327
H 5.47166 1.14820 -0.07544
C 5.68375 -0.50587 -0.95512
H 5.43776 -0.80465 -2.25296
H 4.70892 -2.49086 -0.47800
C -3.73132 -0.11301 -0.16050
H 6.69054 -0.34194 -0.81918
H 2.80257 -0.78029 -1.59164
C 5.27374 -1.60761 0.17414
C -5.06588 -0.46557 -0.81841
H 4.90610 -0.40944 1.89197
*
```

Results
Kohn-Sham gap ... 9.1671 eV
E_LUMO ... 0.835 eV
HOMO level ... -8.33 eV

---

Least stable = #B